1.
The following is a quantum chemistry calculation of a single C5H5NS molecule at a distorted geometry, from OMol25.

```
! RIJCOSX wB97M-V def2-TZVPD def2/J DEFGRID3
* xyz 0 1
C 0.60 2.24 0.02
C 0.97 1.12 -0.14
C 1.27 -0.27 -0.19
S 2.82 -0.77 0.01
N 0.22 -1.21 -0.11
C -0.93 -0.82 0.77
C -1.00 -0.75 -0.74
H 0.40 3.33 0.20
H -0.71 0.11 1.30
H -1.36 -1.60 1.29
H -1.46 -1.62 -1.21
H -0.82 0.24 -1.22
*
```

calculated total energy	-17586.9816	eV
energy relative to the best compared isomer or geometry (same formula, charge and spin)	375.88	kJ/mol
SMILES	C#CC(=S)N1CC1
frontier orbital gap	0.2948	Ha

---

2.
The following is a quantum chemistry calculation of C25H30OOsP3 as an isolated structure, from OMol25.

```
! RIJCOSX wB97M-V def2-TZVPD def2/J DEFGRID3
* xyz 3 1
Os 0.16 -0.88 -0.13
O 1.17 -1.80 1.63
C 1.48 -0.67 1.34
C 2.43 0.35 1.68
C 3.53 0.20 2.51
C 4.35 1.30 2.69
C 4.07 2.51 2.07
C 2.95 2.67 1.24
C 2.14 1.57 1.03
P 0.59 1.48 0.13
C -0.42 2.92 0.28
C -0.73 3.71 -0.83
C -1.49 4.85 -0.66
C -1.94 5.20 0.61
C -1.63 4.42 1.72
C -0.87 3.28 1.56
C 0.73 0.88 -1.55
C 1.90 0.41 -2.16
C 1.81 -0.28 -3.37
C 0.57 -0.58 -3.94
C -0.59 -0.24 -3.28
C -0.54 0.44 -2.05
H 3.74 -0.75 3.00
H 5.22 1.22 3.33
H 4.72 3.36 2.23
H 2.73 3.63 0.79
H -0.36 3.45 -1.82
H -1.72 5.48 -1.51
H -2.53 6.10 0.73
H -1.98 4.71 2.70
H -0.61 2.68 2.43
H 2.87 0.66 -1.76
H 2.72 -0.57 -3.88
H 0.53 -1.07 -4.91
H -1.56 -0.45 -3.73
H -1.45 0.90 -1.68
C -1.80 -0.69 2.77
P -1.81 -1.17 1.04
C -3.18 -0.29 0.27
C -2.17 -2.96 0.98
C -1.89 -3.55 -0.41
P -0.17 -3.15 -0.92
C -0.02 -3.63 -2.66
C 0.90 -4.32 -0.05
H -2.75 -1.00 3.22
H -1.71 0.39 2.86
H -0.99 -1.18 3.31
H -4.09 -0.52 0.82
H -3.32 -0.60 -0.77
H -3.00 0.78 0.31
H -3.22 -3.10 1.25
H -1.57 -3.44 1.75
H -2.57 -3.13 -1.15
H -2.03 -4.63 -0.40
H -0.29 -4.68 -2.75
H 1.01 -3.50 -2.98
H -0.68 -3.05 -3.30
H 0.63 -5.33 -0.37
H 0.79 -4.24 1.03
H 1.94 -4.13 -0.31
*
```

calculated total energy	-58768.0813	eV
energy relative to the best compared isomer or geometry (same formula, charge and spin)	14.59	kJ/mol
frontier orbital gap	0.2520	Ha

---

3.
The following is a quantum chemistry calculation of C24H21BClCsN10O6 as an isolated structure at a distorted geometry, from OMol25.

```
! RIJCOSX wB97M-V def2-TZVPD def2/J DEFGRID3
* xyz -1 2
Cs 0.31 -0.16 -0.62
C 0.37 -4.52 1.11
C 0.89 -4.07 -0.12
N 0.07 -3.23 -0.72
N -1.00 -3.12 0.10
C -0.84 -3.88 1.21
B -2.22 -2.21 -0.10
N -2.41 -1.69 -1.55
C -3.63 -1.36 -2.04
C -3.47 -0.89 -3.32
C -2.09 -0.97 -3.53
N -1.46 -1.44 -2.47
N -2.16 -1.04 0.91
C -3.02 -0.01 1.01
C -2.58 0.82 2.02
C -1.41 0.19 2.48
N -1.16 -0.92 1.82
N -3.48 -3.08 0.22
C -3.69 -4.32 -0.25
C -4.97 -4.70 0.11
C -5.47 -3.57 0.78
N -4.57 -2.61 0.85
H 0.81 -5.21 1.81
H 1.82 -4.34 -0.59
H -1.59 -3.89 1.98
H -4.53 -1.50 -1.45
H -4.24 -0.55 -3.99
H -1.53 -0.71 -4.42
H -3.88 0.07 0.38
H -3.03 1.74 2.35
H -0.73 0.51 3.26
H -2.93 -4.85 -0.80
H -5.46 -5.64 -0.09
H -6.44 -3.43 1.24
O -0.06 6.65 -1.04
C -0.03 5.46 -1.20
C 1.19 4.62 -1.54
O 2.31 5.05 -1.74
C 0.76 3.19 -1.62
C -0.68 3.10 -1.24
O -1.33 2.08 -1.09
C -1.20 4.50 -1.01
O -2.33 4.81 -0.73
O 1.47 2.24 -1.92
C 5.31 3.75 3.34
C 4.44 2.83 2.54
C 3.15 3.18 2.17
C 2.39 2.29 1.42
N 2.83 1.10 1.02
C 4.06 0.76 1.38
C 4.89 1.58 2.13
H 4.78 4.67 3.60
H 6.20 4.03 2.77
H 5.64 3.27 4.26
H 2.73 4.14 2.45
H 1.37 2.55 1.13
H 4.41 -0.21 1.05
H 5.89 1.25 2.38
Cl 2.17 -1.25 -3.20
C 3.48 -0.08 -2.98
H 3.07 0.86 -2.59
H 3.96 0.09 -3.94
O 4.33 -1.47 -1.40
N 4.53 -0.47 -2.02
*
```

calculated total energy	-66163.2929	eV
energy relative to the best compared isomer or geometry (same formula, charge and spin)	115.82	kJ/mol
frontier orbital gap (spin up / spin down)	0.2675 / 0.2537	Ha

---

4.
The following is a quantum chemistry calculation of C6H10O as an isolated structure at a distorted geometry, from OMol25.

```
! RIJCOSX wB97M-V def2-TZVPD def2/J DEFGRID3
* xyz 0 1
C -1.84 1.66 -0.88
C -0.29 0.35 -0.75
C 0.99 0.74 -0.62
C 1.74 -0.16 0.33
C 0.82 -1.39 0.46
C -0.59 -0.92 0.00
O -1.44 -0.61 1.09
H -1.46 2.14 0.04
H -2.61 0.96 -0.56
H -1.03 1.01 -1.55
H 1.43 1.64 -1.03
H 1.84 0.38 1.28
H 2.76 -0.42 0.02
H 1.19 -2.20 -0.17
H 0.73 -1.77 1.48
H -1.10 -1.69 -0.58
H -1.04 0.18 1.49
*
```

calculated total energy	-8426.7116	eV
energy relative to the best compared isomer or geometry (same formula, charge and spin)	436.96	kJ/mol
frontier orbital gap	0.3361	Ha

---

5.
The following is a quantum chemistry calculation of C20H55F6N5Na3O5P as an isolated structure at a distorted geometry, from OMol25.

```
! RIJCOSX wB97M-V def2-TZVPD def2/J DEFGRID3
* xyz 2 1
Na -2.99 2.86 -1.62
Na -4.59 1.27 2.74
Na 0.21 2.95 2.73
P -1.34 0.56 0.79
F 0.01 0.89 0.01
F -1.22 -0.94 0.50
F -0.54 0.44 2.16
F -2.74 0.31 1.61
F -1.49 2.22 1.09
F -2.18 0.80 -0.60
C 3.17 1.45 -2.00
C 2.49 2.83 -2.20
C 2.99 3.46 -3.49
O 2.33 4.68 -3.71
C 2.60 5.19 -4.99
N 1.04 2.77 -2.18
H 3.25 0.93 -2.96
H 2.57 0.86 -1.31
H 4.16 1.54 -1.55
H 2.87 3.46 -1.39
H 2.76 2.76 -4.31
H 4.07 3.60 -3.42
H 3.66 5.15 -5.25
H 2.31 6.24 -5.03
H 2.09 4.62 -5.77
H 0.63 2.42 -3.04
H 0.67 2.28 -1.39
C -1.44 -2.69 3.10
C -0.04 -2.73 3.72
C -0.16 -2.75 5.22
O -0.81 -1.55 5.63
C -0.94 -1.46 7.02
N 0.74 -3.90 3.31
H -1.47 -3.03 2.07
H -1.83 -1.67 3.15
H -2.11 -3.33 3.68
H 0.50 -1.82 3.45
H 0.82 -2.79 5.69
H -0.69 -3.67 5.51
H -1.78 -2.06 7.39
H -1.09 -0.43 7.32
H -0.06 -1.85 7.55
H 0.90 -3.86 2.31
H 0.18 -4.74 3.44
C -3.54 -3.00 -1.00
C -5.00 -2.54 -0.87
C -5.45 -2.67 0.57
O -5.41 -4.04 0.89
C -5.71 -4.32 2.24
N -5.13 -1.12 -1.26
H -2.84 -2.35 -0.47
H -3.23 -2.90 -2.05
H -3.33 -4.01 -0.67
H -5.55 -3.23 -1.51
H -6.47 -2.32 0.75
H -4.75 -2.06 1.18
H -6.35 -5.20 2.29
H -6.26 -3.50 2.71
H -4.77 -4.46 2.79
H -4.51 -0.61 -0.62
H -4.59 -1.02 -2.12
C -1.69 -0.77 -4.99
C -0.85 0.01 -3.97
C 0.41 -0.73 -3.61
O 0.14 -2.09 -3.48
C 1.18 -2.78 -2.77
N -0.49 1.35 -4.54
H -1.07 -1.05 -5.84
H -2.54 -0.17 -5.34
H -2.12 -1.70 -4.61
H -1.50 0.16 -3.10
H 0.81 -0.31 -2.68
H 1.17 -0.51 -4.38
H 0.90 -3.82 -2.72
H 1.30 -2.36 -1.76
H 2.14 -2.70 -3.30
H -1.33 1.91 -4.43
H -0.46 1.23 -5.56
C 3.14 1.07 3.20
C 3.31 2.36 2.44
C 4.60 2.42 1.70
O 4.66 3.67 1.08
C 5.87 3.91 0.37
N 2.15 2.55 1.53
H 2.20 1.02 3.77
H 3.94 0.94 3.93
H 3.15 0.23 2.50
H 3.23 3.23 3.11
H 4.72 1.57 1.01
H 5.43 2.32 2.41
H 6.58 3.09 0.48
H 6.30 4.84 0.73
H 5.68 4.02 -0.71
H 2.32 3.38 0.94
H 2.06 1.83 0.81
*
```

calculated total energy	-78156.1228	eV
frontier orbital gap	0.2085	Ha

---

6.
The following is a quantum chemistry calculation of a 2-piece molecular cluster, C9H14 overall at a distorted geometry, from OMol25.

```
! RIJCOSX wB97M-V def2-TZVPD def2/J DEFGRID3
* xyz 1 2
C -1.43 -0.60 0.60
C 1.92 0.05 3.39
C 0.59 0.26 3.77
C 2.23 -0.32 2.03
C -0.39 0.07 2.94
C 1.08 -0.60 1.16
C -0.23 -0.37 1.58
H 2.86 0.22 4.13
H 0.29 0.38 4.88
H 3.23 -0.77 1.62
H -1.37 0.14 3.16
H 1.33 -0.90 0.09
H -1.10 -0.94 -0.33
H -2.19 0.17 0.60
H -2.06 -1.23 0.99
C -0.03 0.08 -3.65
C -1.15 1.04 -3.97
H -0.20 -0.90 -4.21
H 0.84 0.35 -4.35
H 0.25 -0.06 -2.64
H -1.82 0.76 -4.59
H -0.78 2.06 -4.09
H -1.87 1.14 -3.13
*
```

calculated total energy	-9548.4618	eV
energy relative to the best compared isomer or geometry (same formula, charge and spin)	287.48	kJ/mol
frontier orbital gap (spin up / spin down)	0.3340 / 0.1881	Ha

---

7.
The following is a quantum chemistry calculation of an isolated ion of composition C2H3N2O3 and charge -1 at a distorted geometry, from OMol25.

```
! RIJCOSX wB97M-V def2-TZVPD def2/J DEFGRID3
* xyz -1 1
O 0.17 2.44 0.24
N -0.04 1.42 -0.42
C 0.90 0.26 -0.01
N 0.14 -0.99 -0.05
C -1.27 -0.87 0.12
O -1.97 -1.87 0.02
O -1.52 0.35 0.32
H 1.28 0.52 1.06
H 1.67 0.33 -0.69
H 0.64 -1.58 -0.60
*
```

calculated total energy	-11244.0696	eV
energy relative to the best compared isomer or geometry (same formula, charge and spin)	286.72	kJ/mol
SMILES	O=NCNC(=O)[O-]
frontier orbital gap	0.2939	Ha

---

8.
The following is a quantum chemistry calculation of a single C4H7N molecule at a distorted geometry, from OMol25.

```
! RIJCOSX wB97M-V def2-TZVPD def2/J DEFGRID3
* xyz 0 1
C 0.43 1.28 -0.13
C -0.18 0.00 0.46
C 0.50 -1.26 -0.13
C -1.63 0.00 0.13
N -2.76 -0.04 -0.15
H 0.44 1.20 -1.24
H 1.45 1.39 0.24
H -0.14 2.19 0.13
H -0.13 -0.02 1.55
H 1.56 -1.27 0.15
H -0.01 -2.19 0.22
H 0.45 -1.28 -1.24
*
```

calculated total energy	-5751.3362	eV
energy relative to the best compared isomer or geometry (same formula, charge and spin)	7.79	kJ/mol
SMILES	CC(C)C#N
frontier orbital gap	0.4566	Ha

---

9.
The following is a quantum chemistry calculation of a 2-piece molecular cluster, C3H3O3 overall at a distorted geometry, from OMol25.

```
! RIJCOSX wB97M-V def2-TZVPD def2/J DEFGRID3
* xyz 1 1
C -2.32 -3.12 -0.45
C 1.14 1.18 -0.12
C 0.42 0.19 0.22
O -2.37 -4.22 -0.79
O -0.56 -0.40 0.69
O -2.23 -2.04 -0.02
H 1.32 1.59 -1.10
H 1.93 1.48 0.72
H -1.10 -1.30 0.27
*
```

calculated total energy	-9292.1688	eV
energy relative to the best compared isomer or geometry (same formula, charge and spin)	72.69	kJ/mol
frontier orbital gap	0.3838	Ha

---

10.
The following is a quantum chemistry calculation of C2H5IN as an isolated structure at a distorted geometry, from OMol25.

```
! RIJCOSX wB97M-V def2-TZVPD def2/J DEFGRID3
* xyz 1 1
C -0.90 -0.33 -0.20
C 0.54 0.02 -0.46
N 0.23 -0.18 0.88
I 1.32 2.39 -1.67
H -1.76 0.29 0.08
H -1.27 -1.32 -0.56
H 1.22 -0.64 -1.07
H 0.01 0.63 1.44
H 0.61 -0.85 1.56
*
```

calculated total energy	-11735.0686	eV
energy relative to the best compared isomer or geometry (same formula, charge and spin)	260.57	kJ/mol
frontier orbital gap (spin up / spin down)	0.2694 / 0.2681	Ha

---

11.
The following is a quantum chemistry calculation of C27H52CeOP2Si as an isolated structure at a distorted geometry, from OMol25.

```
! RIJCOSX wB97M-V def2-TZVPD def2/J DEFGRID3
* xyz 2 1
Ce -0.63 -2.77 0.33
C -1.14 1.07 -1.80
C -2.00 1.32 -0.70
C 0.14 1.91 -0.10
C 0.18 1.42 -1.42
C -1.20 1.83 0.36
C -1.53 0.56 -3.14
H -2.61 0.43 -3.23
H -1.03 -0.39 -3.37
H -1.21 1.25 -3.94
C 1.38 1.24 -2.27
H 1.09 1.18 -3.33
H 1.93 0.32 -2.03
H 2.07 2.09 -2.16
C 1.26 2.46 0.65
H 1.89 3.10 0.03
H 1.92 1.69 1.06
H 0.93 3.07 1.49
C -1.67 2.21 1.70
H -1.33 3.21 1.96
H -1.28 1.54 2.50
H -2.76 2.19 1.76
C -3.46 1.10 -0.63
H -3.99 2.04 -0.39
H -3.72 0.37 0.15
H -3.85 0.74 -1.59
C -2.13 -5.66 -0.15
C -2.91 -5.03 -1.07
C -4.22 -4.36 -0.80
C -4.23 -3.60 0.56
C -2.88 -3.00 1.01
C -1.99 -3.66 1.93
C -2.06 -5.10 2.35
C -2.56 -6.06 1.23
H -5.05 -5.10 -0.79
H -4.66 -4.28 1.31
H -4.45 -3.67 -1.64
H -3.65 -6.14 1.32
H -1.32 -6.27 -0.59
H -2.73 -5.20 -2.15
H -2.12 -7.04 1.45
H -1.09 -5.44 2.72
H -1.49 -2.96 2.64
H -2.71 -5.20 3.23
H -4.97 -2.80 0.47
H -3.02 -1.90 1.20
P 0.50 -3.49 -2.44
P -1.25 -0.42 3.53
C 0.79 -4.61 0.74
C 0.83 -4.04 1.99
H 1.49 -4.37 -0.05
H 0.00 -5.33 0.43
H 0.38 -4.45 2.90
H 1.41 -3.13 2.22
C 0.24 -0.73 4.51
H 0.52 0.22 5.01
H 1.06 -1.06 3.86
H 0.08 -1.47 5.31
C -2.46 -1.14 4.69
H -1.99 -1.83 5.41
H -3.22 -1.70 4.12
H -2.93 -0.31 5.24
C 0.17 -5.17 -3.08
H -0.38 -5.07 -4.02
H -0.35 -5.82 -2.37
H 1.14 -5.63 -3.33
C -1.26 -2.89 -2.27
H -1.32 -1.79 -2.31
H -1.91 -3.21 -1.41
H -1.83 -3.34 -3.08
C 3.81 0.28 0.19
Si 2.86 -1.36 0.34
C 3.47 -2.37 -1.14
C 3.77 -2.03 1.86
O 1.21 -1.40 0.48
H 4.84 -0.02 -0.05
H 3.85 0.82 1.15
H 3.48 0.96 -0.60
H 4.57 -2.45 -1.05
H 3.05 -3.38 -1.18
H 3.25 -1.86 -2.09
H 3.65 -1.36 2.73
H 3.47 -3.05 2.14
H 4.84 -2.06 1.60
*
```

calculated total energy	-70250.2367	eV
frontier orbital gap (spin up / spin down)	0.1061 / 0.1106	Ha

---

12.
The following is a quantum chemistry calculation of a single C7H8O molecule at a distorted geometry, from OMol25.

```
! RIJCOSX wB97M-V def2-TZVPD def2/J DEFGRID3
* xyz 0 1
O 2.28 1.23 1.48
C 1.80 0.28 0.93
C 0.59 0.05 0.21
C -0.28 1.05 0.03
C -1.59 0.86 -0.49
C -2.04 -0.56 -0.84
C -0.86 -1.65 -0.73
C 0.41 -1.31 -0.35
H 2.46 -0.65 0.73
H 0.04 2.03 0.04
H -1.46 1.31 -1.56
H -2.54 1.21 0.00
H -2.58 -0.40 -1.94
H -2.82 -1.00 -0.10
H -0.83 -2.66 -1.24
H 1.30 -2.04 -0.45
*
```

calculated total energy	-9432.7651	eV
energy relative to the best compared isomer or geometry (same formula, charge and spin)	335.50	kJ/mol
SMILES	O=CC1=CCCC=C1
frontier orbital gap	0.3046	Ha

---

Question: Among the records above, which one has the highest calculated total energy?
Answer: C4H7N